Record 1
# C3H3N3

A single C3H3N3 molecule in a non-equilibrium geometry (the ωB97M-V functional and the def2-TZVPD basis, OMol25).

Geometry as XYZ:
```
9
Properties=species:S:1:pos:R:3:forces:R:3:lowdin_charge:R:1
H -2.368336 -0.833452 0.138600 -0.9547 -0.5407 -0.3624 0.056
N -2.036219 0.099520 -0.073784 2.6337 -1.0945 0.5743 0.201
C -0.753492 -0.074810 -0.061678 -0.6895 1.8651 0.6414 -0.402
C 0.182974 1.088479 -0.012006 1.1562 1.1506 -0.2286 -0.071
N 1.415056 0.701251 -0.034391 -1.1783 1.1445 0.0936 0.087
C 1.281386 -0.686664 -0.061043 0.2584 -0.8304 0.3205 -0.206
N 0.114642 -1.197049 0.038503 -0.9671 -0.7397 -0.6351 0.106
H -0.033936 2.145325 0.164898 -0.3660 -0.4108 -0.3907 0.119
H 2.197923 -1.242600 -0.099098 0.1073 -0.5441 -0.0130 0.110
```
Positions in Å, forces in eV/Å.

The LUMO energy is -1.41 eV. For the HOMO-LUMO gap, the calculation gives 9.5 eV. For the energy above the lowest of the compared OMol25 structures with the same formula, charge and spin, the calculation gives 127.4 kJ/mol. Its SMILES is [H]/N=C1/C=NC=N1.



Record 2
# C3H4N4S

A single C3H4N4S molecule in a non-equilibrium geometry (the ωB97M-V functional and the def2-TZVPD basis, OMol25).

Geometry as XYZ:
```
12
Properties=species:S:1:pos:R:3:forces:R:3:lowdin_charge:R:1
H 1.675299 2.309402 0.133308 0.9068 -0.5350 -0.1605 0.003
N 0.682546 2.355437 0.051457 -3.6967 -3.3085 0.1851 0.164
C 0.049625 1.177385 -0.047762 6.5066 2.5223 -1.3512 -0.414
C -1.309941 0.945206 -0.113322 -4.9528 2.0509 0.5601 -0.133
N -1.738465 -0.235851 -0.026246 1.1984 -1.9036 -1.0124 0.169
C -0.525010 -1.032928 -0.167854 1.0408 -0.4557 1.2325 -0.457
N -0.359914 -2.282720 0.011175 -0.0934 1.4690 -0.4402 0.155
H -1.266830 -2.672543 0.220491 -0.3287 -0.3725 -0.0067 0.054
N 0.564661 -0.119689 -0.346382 0.1810 0.4018 0.9547 -0.369
S 2.265860 -0.462331 -0.096629 -1.3847 -1.7315 0.5434 0.775
H -2.060534 1.731699 -0.175346 0.3629 0.2317 0.2530 0.134
H 2.022700 -1.713065 0.557114 0.2599 1.6310 -0.7575 -0.082
```
Positions in Å, forces in eV/Å.

The LUMO energy is -1.02 eV. For the HOMO-LUMO gap, the calculation gives 8.2 eV. For the energy above the lowest of the compared OMol25 structures with the same formula, charge and spin, the calculation gives 102.6 kJ/mol. Its SMILES is [H]/N=C1C=N/C(=N\[H])N/1S.



Among the records above, which one has the highest HOMO-LUMO gap?
C3H3N3



Repeat the second record exactly.
# C3H4N4S

A single C3H4N4S molecule in a non-equilibrium geometry (the ωB97M-V functional and the def2-TZVPD basis, OMol25).

Geometry as XYZ:
```
12
Properties=species:S:1:pos:R:3:forces:R:3:lowdin_charge:R:1
H 1.675299 2.309402 0.133308 0.9068 -0.5350 -0.1605 0.003
N 0.682546 2.355437 0.051457 -3.6967 -3.3085 0.1851 0.164
C 0.049625 1.177385 -0.047762 6.5066 2.5223 -1.3512 -0.414
C -1.309941 0.945206 -0.113322 -4.9528 2.0509 0.5601 -0.133
N -1.738465 -0.235851 -0.026246 1.1984 -1.9036 -1.0124 0.169
C -0.525010 -1.032928 -0.167854 1.0408 -0.4557 1.2325 -0.457
N -0.359914 -2.282720 0.011175 -0.0934 1.4690 -0.4402 0.155
H -1.266830 -2.672543 0.220491 -0.3287 -0.3725 -0.0067 0.054
N 0.564661 -0.119689 -0.346382 0.1810 0.4018 0.9547 -0.369
S 2.265860 -0.462331 -0.096629 -1.3847 -1.7315 0.5434 0.775
H -2.060534 1.731699 -0.175346 0.3629 0.2317 0.2530 0.134
H 2.022700 -1.713065 0.557114 0.2599 1.6310 -0.7575 -0.082
```
Positions in Å, forces in eV/Å.

The LUMO energy is -1.02 eV. For the HOMO-LUMO gap, the calculation gives 8.2 eV. For the energy above the lowest of the compared OMol25 structures with the same formula, charge and spin, the calculation gives 102.6 kJ/mol. Its SMILES is [H]/N=C1C=N/C(=N\[H])N/1S.